Here is a cluster of 2 separate species, C4H8NS in total in a non-equilibrium geometry from the OMol25 dataset. Energies are from wB97M-V/def2-TZVPD.

```
14
Properties=species:S:1:pos:R:3
C 2.9867 -0.9751 0.1188
C 2.4473 0.2145 0.0866
C -2.7216 0.2231 -0.6901
C -2.3666 0.6256 0.6361
N -2.4746 -0.6513 0.4792
S 0.8485 0.8745 -0.2598
H 4.0178 -1.0952 0.3540
H 2.3820 -1.8545 0.0912
H 3.1344 1.1423 0.3223
H -3.6766 0.4749 -0.9911
H -1.8529 0.1178 -1.3275
H -1.9928 1.2587 1.3300
H -2.9153 -1.4907 0.7690
H 0.9719 1.9042 0.5769
```

- E_LUMO (eV) = -6.18
- total charge = +1
- gap between HOMO and LUMO (eV) = 6.10

Mulliken atomic charge list, values in e, 5 entries: atom 1 (C): -0.548, atom 2 (C): -0.055, atom 3 (C): -0.159, atom 4 (C): -0.047, atom 5 (N): -0.083


Here is the ion C4H8NS2 with charge +1 in a non-equilibrium geometry from the OMol25 dataset. Energies are from wB97M-V/def2-TZVPD.

```
15
Properties=species:S:1:pos:R:3
C -0.2528 0.7644 1.2724
C -0.1141 2.0981 1.0055
C 0.3427 1.7364 -1.7977
C 0.0263 -1.5651 0.6180
N 0.2421 -0.1381 0.3100
S 0.7829 2.7370 -0.4890
S 1.2354 2.0849 -3.2299
H -0.8436 0.3889 2.0704
H -0.4184 2.9100 1.6900
H -0.5282 1.1535 -1.8274
H -0.9185 -1.6506 0.2323
H 0.5483 -2.2604 0.0762
H 0.1566 -1.8714 1.7196
H 1.1181 -0.0522 -0.2402
H 0.4305 1.3545 -4.0926
```

- E_LUMO (spin up / spin down) (eV) = -5.96 / -5.96
- total charge = +1
- gap between HOMO and LUMO (spin up / spin down) (eV) = 6.49 / 6.49

Mulliken atomic charge list, values in e, 5 entries: atom 1 (C): 0.044, atom 2 (C): -0.570, atom 3 (C): -0.070, atom 4 (C): -1.146, atom 5 (N): -0.271


Here is the molecule C4H8O from the OMol25 dataset. Energies are from wB97M-V/def2-TZVPD.

```
13
Properties=species:S:1:pos:R:3
C 1.4860 -0.0417 0.2575
C 0.3396 1.0151 0.2509
C -0.6260 0.3184 -0.6631
C -1.4358 -0.8207 -0.0768
O -0.6159 0.5474 -1.8536
H 1.5381 -0.5335 1.2321
H 2.4479 0.4000 0.0021
H 1.3082 -0.8411 -0.4781
H 0.5697 1.9884 -0.1935
H 0.0017 1.1936 1.2770
H -1.2102 -1.0186 0.9778
H -2.4883 -0.5434 -0.1769
H -1.2647 -1.7267 -0.6673
```

- structure (SMILES) = CCC(C)=O
- E_LUMO (eV) = 1.02
- gap between HOMO and LUMO (eV) = 10.54

Mulliken atomic charge list, values in e, 5 entries: atom 1 (C): -1.013, atom 2 (C): -0.317, atom 3 (C): 0.452, atom 4 (C): -0.995, atom 5 (O): -0.570


Here is a cluster of 2 separate species, C4H8O in total from the OMol25 dataset. Energies are from wB97M-V/def2-TZVPD.

```
13
Properties=species:S:1:pos:R:3
C 0.4281 0.3466 -1.5703
C -1.0235 0.5120 -1.5956
O -0.1903 1.4781 -0.9748
H 0.8649 -0.3624 -0.8689
H 1.0121 0.5553 -2.4655
H -1.5121 0.8380 -2.5135
H -1.6396 -0.0772 -0.9163
C -0.1348 -0.9869 1.9564
C 0.8242 -0.1077 1.6858
H 0.0873 -2.0121 2.2430
H -1.1861 -0.7111 1.9074
H 1.8765 -0.3808 1.7378
H 0.5934 0.9083 1.3746
```

- structure (SMILES) = C1CO1.C=C
- E_LUMO (eV) = 1.19
- gap between HOMO and LUMO (eV) = 11.32

Mulliken atomic charge list, values in e, 5 entries: atom 1 (C): -0.258, atom 2 (C): -0.200, atom 3 (O): -0.370, atom 4 (H): 0.194, atom 5 (H): 0.236


Here is the molecule C4H8O from the OMol25 dataset. Energies are from wB97M-V/def2-TZVPD.

```
13
Properties=species:S:1:pos:R:3
O 2.0846 -0.8597 0.1641
C 1.2780 0.2852 0.3745
C 0.0448 0.2921 -0.4959
C -1.2719 0.7463 0.0628
C -1.0382 -0.7141 -0.1988
H 1.4935 -1.5809 -0.0838
H 1.9119 1.1501 0.1482
H 0.9771 0.3654 1.4333
H 0.2273 0.5023 -1.5482
H -1.2979 1.0701 1.1005
H -1.9504 1.2875 -0.5905
H -0.9037 -1.3622 0.6664
H -1.5550 -1.1820 -1.0324
```

- structure (SMILES) = OCC1CC1
- E_LUMO (eV) = 1.11
- gap between HOMO and LUMO (eV) = 11.33

Mulliken atomic charge list, values in e, 5 entries: atom 1 (O): -0.506, atom 2 (C): -0.502, atom 3 (C): -0.054, atom 4 (C): -0.614, atom 5 (C): -0.512


Here is a cluster of 2 separate species, C4H8O in total from the OMol25 dataset. Energies are from wB97M-V/def2-TZVPD.

```
13
Properties=species:S:1:pos:R:3
C -2.0405 -0.2584 -0.1969
C -1.1068 0.6721 -0.1602
C -0.2611 1.6738 0.4244
O -0.1982 1.2535 -0.9748
H -2.6095 -0.4916 0.6952
H -2.2471 -0.8007 -1.1130
H -0.6283 2.6870 0.5762
H 0.6010 1.3785 1.0206
C 1.6989 -1.2241 -0.0539
H 0.7047 -1.3057 0.3903
H 2.2805 -0.4669 0.4792
H 1.5930 -0.9326 -1.1003
H 2.2134 -2.1850 0.0132
```

- structure (SMILES) = C=C1CO1.C
- E_LUMO (eV) = 1.03
- gap between HOMO and LUMO (eV) = 10.38

Mulliken atomic charge list, values in e, 5 entries: atom 1 (C): -0.822, atom 2 (C): 0.347, atom 3 (C): -0.028, atom 4 (O): -0.381, atom 5 (H): 0.236


Here is the molecule C4H8O in a non-equilibrium geometry from the OMol25 dataset. Energies are from wB97M-V/def2-TZVPD.

```
13
Properties=species:S:1:pos:R:3
C -1.5336 0.8854 0.1743
C -1.2825 -0.3580 -0.2289
O -0.1352 -1.0549 -0.1310
C 0.9505 -0.3794 0.5090
C 1.6477 0.6528 -0.3646
H -0.8589 1.5244 0.7386
H -2.5141 1.3138 0.0084
H -2.0315 -0.8974 -0.7856
H 0.6248 0.0750 1.4499
H 1.6306 -1.2074 0.7633
H 2.4899 1.0933 0.2056
H 0.9942 1.5188 -0.6048
H 2.0537 0.2145 -1.2655
```

- structure (SMILES) = C=COCC
- E_LUMO (eV) = 1.12
- gap between HOMO and LUMO (eV) = 10.03

Mulliken atomic charge list, values in e, 5 entries: atom 1 (C): -0.766, atom 2 (C): 0.149, atom 3 (O): -0.394, atom 4 (C): -0.466, atom 5 (C): -0.936


Here is the molecule C4H8O in a non-equilibrium geometry from the OMol25 dataset. Energies are from wB97M-V/def2-TZVPD.

```
13
Properties=species:S:1:pos:R:3
C -0.9106 -0.7310 1.0249
C -0.6663 0.0037 -0.2754
C 0.0917 1.2603 -0.2164
C 0.6245 -0.2127 -0.9956
O 1.5739 -0.8878 -0.2268
H -0.0304 -0.7143 1.6725
H -1.1814 -1.7734 0.8438
H -1.7361 -0.2458 1.5570
H -1.5347 0.0273 -0.9274
H 0.7433 1.4849 0.6130
H -0.2729 2.1126 -0.7977
H 0.9534 0.7250 -1.4937
H 2.3457 -1.0488 -0.7782
```

- structure (SMILES) = C[C@H]1C[C@H]1O
- E_LUMO (eV) = 0.97
- gap between HOMO and LUMO (eV) = 8.88

Mulliken atomic charge list, values in e, 5 entries: atom 1 (C): -1.303, atom 2 (C): 0.390, atom 3 (C): -0.825, atom 4 (C): -0.262, atom 5 (O): -0.449


Here is the molecule C4H8O in a non-equilibrium geometry from the OMol25 dataset. Energies are from wB97M-V/def2-TZVPD.

```
13
Properties=species:S:1:pos:R:3
C -1.4293 -0.4318 0.5606
C -0.3999 -0.1976 -0.5336
C 0.5303 0.9790 -0.2429
C 1.5769 -0.1032 0.0600
O 0.6595 -1.1580 -0.6427
H -1.9076 -1.4064 0.4449
H -0.9899 -0.3726 1.5648
H -2.2014 0.3463 0.4908
H -0.8645 -0.1847 -1.5128
H 0.7620 1.5380 -1.1609
H 0.2158 1.6934 0.5245
H 1.3471 -0.8745 0.7814
H 2.5614 0.0852 -0.4087
```

- structure (SMILES) = C[C@H]1CCO1
- E_LUMO (eV) = 1.15
- gap between HOMO and LUMO (eV) = 10.31

Mulliken atomic charge list, values in e, 5 entries: atom 1 (C): -1.296, atom 2 (C): 0.367, atom 3 (C): -0.558, atom 4 (C): -0.466, atom 5 (O): -0.494


Looking at energy relative to the best compared isomer or geometry (same formula, charge and spin) for the records above, in order, we have 3.969; 2.354; 0.301; 2.454; 1.052; 2.363; 1.069; 3.157; 2.643 eV.